# 1
DFT (ωB97M-V/def2-TZVPD) results for 2 unconnected molecules or ions with the total composition C3H3Cl2N at a distorted geometry.

Each line ends with the Mulliken charge.
CARTESIAN COORDINATES (ANGSTROEM)
C: -1.78245 -0.82976 0.33789  -0.100
C: 1.82649 -0.56007 -0.11545  -0.700
C: 0.92392 0.40452 -0.01579  0.385
N: -2.60840 -0.04169 0.06230  -0.189
Cl: 0.59398 1.13207 1.50392  -0.162
Cl: 0.10631 1.05528 -1.31491  -0.134
H: 2.46282 -0.84347 0.64339  0.322
H: 1.69688 -1.07517 -0.95425  0.258
H: -3.21955 0.75829 -0.14711  0.320

Its total charge is 0. The electronic energy is -1091.1589 a.u. For the largest force on an atom, the calculation gives 4.3 eV/Å. The value obtained for the LUMO energy is 0.7259 eV. For the HOMO-LUMO gap, the calculation gives 10.1 eV. The relative energy (zero: lowest compared OMol25 entry of this formula, charge and spin) is 220.68 kJ/mol. Its multiplicity is 1.

***

# 2
DFT (ωB97M-V/def2-TZVPD) results for 2 unconnected molecules or ions with the total composition C3H3Cl2NO at a distorted geometry.

Each line ends with the Mulliken charge.
CARTESIAN COORDINATES (ANGSTROEM)
Cl: -0.31928 -1.78898 -0.21322  -0.163
C: 1.18266 -0.93163 -0.32145  -0.297
C: 1.72776 -0.20782 0.67837  -0.115
Cl: 3.16820 0.64593 0.48757  -0.166
H: 1.72086 -1.08036 -1.22484  0.369
H: 1.39890 -0.11184 1.68784  0.363
N: -1.84855 0.83532 -0.82585  -0.356
C: -2.38527 0.99615 0.21021  0.484
O: -2.66120 1.21847 1.30258  -0.409
H: -1.98408 0.42475 -1.78121  0.290

Its total charge is 0. The electronic energy is -1166.4617 a.u. For the largest force on an atom, the calculation gives 4.3 eV/Å. The value obtained for the LUMO energy is 0.6399 eV. For the HOMO-LUMO gap, the calculation gives 10.0 eV. Its SMILES is Cl/C=C/Cl.N=C=O. The relative energy (zero: lowest compared OMol25 entry of this formula, charge and spin) is 63.80 kJ/mol. Its multiplicity is 1.

***

# 3
DFT (ωB97M-V/def2-TZVPD) results for a molecular structure, C3H3Cl2NO4S at a distorted geometry.

Each line ends with the Mulliken charge.
CARTESIAN COORDINATES (ANGSTROEM)
C: -1.56391 -1.05495 -0.60430  0.487
C: -0.89094 0.29288 1.10815  -0.352
C: -0.09613 0.67274 -0.17544  0.271
N: -0.67228 -0.14031 -1.12712  -0.080
O: -2.03900 -1.97637 -1.18156  -0.527
O: 2.50750 0.51486 -1.18383  -0.512
O: 2.26706 0.81056 1.27819  -0.498
O: -1.76135 -0.73517 0.68683  -0.292
S: 1.84610 0.22416 0.05073  0.932
Cl: 2.08945 -1.75461 0.34858  -0.173
Cl: 0.22500 2.38668 -0.43617  -0.122
H: -0.08980 -0.19097 1.99529  0.245
H: -1.51992 1.14299 1.40942  0.305
H: -0.30178 -0.19251 -2.16876  0.315

Its total charge is 0. The electronic energy is -1790.3780 a.u. For the largest force on an atom, the calculation gives 4.0 eV/Å. The value obtained for the LUMO energy is -0.3905 eV. For the HOMO-LUMO gap, the calculation gives 10.3 eV. The relative energy (zero: lowest compared OMol25 entry of this formula, charge and spin) is 1.52 kJ/mol. Its multiplicity is 1.